Computed, not measured: a structure of composition C36H48BrCl3GeInN6O4S2, with ωB97M-V/def2-TZVPD.

Calculated values
multiplicity = 2
highest occupied orbital energy (alpha / beta) = -7.888 / -7.880 eV
total charge = 0
frontier orbital gap (alpha / beta) = 7.508 / 4.940 eV
energy relative to the best compared isomer or geometry (same formula, charge and spin) = 24.7 kcal/mol
DFT total energy = -246218.035 eV
LUMO (alpha / beta) = -0.38 / -2.94 eV
molecular weight = 1066.64 u

```
102
C36H48BrCl3GeInN6O4S2 | the Open Molecules 2025 dataset | ωB97M-V/def2-TZVPD
In -0.297 -1.025 0.361
C 2.391 2.567 1.530
C 1.185 1.689 1.363
N 1.282 0.432 1.122
N 2.547 -0.127 1.129
C 2.551 -1.373 1.508
S 1.188 -2.335 2.023
S 4.049 -2.284 1.466
C 5.333 -0.997 1.497
C 5.788 -0.677 2.895
C 6.944 -1.259 3.403
C 7.360 -1.000 4.702
C 6.618 -0.156 5.514
C 5.458 0.425 5.019
C 5.048 0.165 3.720
C -0.163 2.248 1.571
C -0.473 3.548 1.256
C -1.684 4.123 1.654
C -2.598 3.416 2.456
C -2.343 2.122 2.794
C -1.155 1.446 2.304
O -1.027 0.222 2.479
H 2.992 2.231 2.370
H 2.111 3.603 1.700
H 3.022 2.489 0.643
H 4.936 -0.135 0.966
H 6.161 -1.400 0.914
H 7.529 -1.920 2.773
H 8.265 -1.458 5.079
H 6.939 0.046 6.528
H 4.869 1.081 5.648
H 4.134 0.599 3.345
H 0.225 4.144 0.681
H -1.909 5.139 1.356
H -3.514 3.896 2.774
H -3.039 1.511 3.355
N -1.125 -2.873 -0.633
C 0.034 -3.737 -0.943
C -0.310 -4.918 -1.841
C -1.166 -6.010 -1.193
C -0.397 -6.938 -0.247
N 0.098 -6.307 0.977
C -0.680 -5.977 2.005
N -1.954 -6.372 2.038
N -0.174 -5.297 3.036
C 1.205 -2.879 -1.489
O 1.989 -3.401 -2.268
O 1.269 -1.693 -1.011
H -1.901 -3.365 -0.190
H -1.486 -2.435 -1.481
H 0.399 -4.079 0.021
H 0.631 -5.338 -2.199
H -0.817 -4.533 -2.730
H -1.579 -6.650 -1.977
H -2.032 -5.572 -0.683
H 0.479 -7.336 -0.758
H -1.002 -7.802 0.038
H 1.052 -5.984 1.000
H -2.393 -6.661 1.181
H -2.565 -5.898 2.695
H 0.707 -4.813 2.919
H -0.828 -4.890 3.693
C -4.582 5.233 -1.338
C -3.473 4.921 -2.344
C -2.420 6.033 -2.251
C -4.081 4.917 -3.754
C -2.825 3.565 -2.072
C -3.323 2.664 -1.145
C -2.683 1.451 -0.976
Br -3.409 0.254 0.314
C -1.524 1.049 -1.657
O -0.941 -0.110 -1.383
C -1.049 1.942 -2.652
C -1.714 3.155 -2.806
C 0.118 1.678 -3.623
C 0.882 0.372 -3.404
C -0.450 1.647 -5.052
C 1.142 2.821 -3.510
H -4.976 6.234 -1.524
H -4.212 5.202 -0.310
H -5.415 4.531 -1.423
H -2.880 7.007 -2.437
H -1.621 5.898 -2.982
H -1.964 6.054 -1.258
H -4.590 5.863 -3.955
H -4.804 4.107 -3.859
H -3.310 4.779 -4.514
H -4.200 2.880 -0.550
H -1.343 3.829 -3.569
H 0.254 -0.502 -3.574
H 1.295 0.278 -2.404
H 1.707 0.334 -4.120
H -1.193 0.853 -5.151
H 0.354 1.451 -5.766
H -0.925 2.590 -5.328
H 1.524 2.891 -2.489
H 0.725 3.791 -3.783
H 1.987 2.624 -4.173
Cl -3.881 -3.858 1.007
Ge -2.840 -2.417 2.531
Cl -4.643 -1.270 3.148
Cl -2.892 -3.983 4.274
```

***

Computed, not measured: the molecule C4H7N3 in a non-equilibrium geometry, with ωB97M-V/def2-TZVPD.

Calculated values
highest occupied orbital energy = -9.465 eV
total charge = 0
frontier orbital gap = 10.168 eV
energy relative to the best compared isomer or geometry (same formula, charge and spin) = 12.2 kcal/mol
DFT total energy = -8731.151 eV
LUMO = 0.70 eV
molecular weight = 97.12 u

```
14
C4H7N3 | the Open Molecules 2025 dataset | ωB97M-V/def2-TZVPD
H 3.252 -0.016 1.045
N 2.375 -0.477 1.254
C 1.455 -0.189 0.416
C 1.655 0.659 -0.764
N 1.877 1.338 -1.676
N 0.192 -0.656 0.609
C -0.940 -0.640 -0.308
C -1.806 0.618 -0.189
H 0.140 -1.158 1.483
H -0.579 -0.776 -1.335
H -1.532 -1.529 -0.072
H -1.227 1.514 -0.438
H -2.186 0.725 0.833
H -2.676 0.587 -0.858
```

***

Computed, not measured: a structure of composition C31H24IO10PS in a non-equilibrium geometry, with ωB97M-V/def2-TZVPD.

Calculated values
highest occupied orbital energy = -9.563 eV
total charge = 0
frontier orbital gap = 8.530 eV
DFT total energy = -81239.721 eV
LUMO = -1.03 eV
molecular weight = 746.47 u

```
68
C31H24IO10PS | the Open Molecules 2025 dataset | ωB97M-V/def2-TZVPD
O 3.293 2.599 3.021
S 3.656 1.538 2.133
O 5.257 1.575 2.106
C 5.869 0.916 0.967
C 5.499 -0.567 0.820
C 6.698 -1.503 0.882
I 8.140 -1.109 -0.637
O 3.419 2.290 0.565
P 1.996 1.975 -0.042
O 1.404 0.745 0.516
O 2.124 1.855 -1.601
O 1.033 3.204 0.320
H 5.624 1.459 0.061
H 6.937 1.025 1.119
H 5.045 -0.702 -0.161
H 4.792 -0.908 1.574
H 6.348 -2.527 0.814
H 7.207 -1.422 1.838
H 1.497 1.190 -1.908
H 1.284 3.466 1.217
C -2.173 -0.104 2.744
C -0.911 -0.120 2.158
C 0.007 -1.088 2.523
C -0.324 -2.034 3.483
C -1.585 -2.005 4.087
C -2.510 -1.042 3.706
C -1.949 -2.983 5.148
O -3.043 -2.966 5.671
C -0.922 -3.985 5.559
C -1.218 -4.874 6.584
C -0.284 -5.819 6.971
C 0.949 -5.885 6.331
C 1.252 -4.998 5.312
C 0.322 -4.040 4.928
C 0.677 -3.074 3.849
O 1.755 -3.132 3.293
H -2.895 0.648 2.452
H -0.640 0.614 1.417
H 0.985 -1.109 2.065
H -3.487 -1.031 4.168
H -2.180 -4.820 7.075
H -0.515 -6.508 7.773
H 1.676 -6.628 6.631
H 2.209 -5.040 4.813
C -5.160 1.293 -7.968
C -3.894 1.008 -8.470
C -2.771 1.238 -7.695
C -2.907 1.764 -6.417
C -4.177 2.069 -5.921
C -5.301 1.823 -6.698
C -4.347 2.674 -4.569
O -5.449 2.933 -4.135
C -3.122 2.957 -3.769
C -3.249 3.567 -2.527
C -2.123 3.825 -1.765
C -0.861 3.471 -2.235
C -0.731 2.867 -3.474
C -1.857 2.614 -4.248
C -1.688 1.989 -5.591
O -0.590 1.675 -5.999
H -6.037 1.105 -8.574
H -3.786 0.604 -9.468
H -1.785 1.014 -8.076
H -6.281 2.051 -6.303
H -4.231 3.838 -2.165
H -2.224 4.303 -0.800
H 0.010 3.652 -1.629
H 0.245 2.592 -3.851
```

***

Computed, not measured: a structure of composition C23H22BrN4O8SSeW, with ωB97M-V/def2-TZVPD.

Calculated values
highest occupied orbital energy (alpha / beta) = -10.682 / -10.786 eV
total charge = +1
frontier orbital gap (alpha / beta) = 6.687 / 6.856 eV
energy relative to the best compared isomer or geometry (same formula, charge and spin) = 5.7 kcal/mol
DFT total energy = -194594.776 eV
LUMO (alpha / beta) = -3.99 / -3.93 eV
molecular weight = 857.22 u

```
61
C23H22BrN4O8SSeW | the Open Molecules 2025 dataset | ωB97M-V/def2-TZVPD
W -0.120 0.259 0.737
O -0.058 0.581 2.898
C 1.039 1.206 3.583
C 1.779 2.018 2.573
C 2.752 2.913 2.976
C 3.343 3.741 2.046
C 2.892 3.670 0.735
C 1.933 2.741 0.411
N 1.408 1.868 1.295
H -0.277 -0.278 3.307
H 1.677 0.445 4.022
H 0.629 1.855 4.357
H 3.019 2.960 4.024
H 4.112 4.443 2.336
H 3.269 4.331 -0.032
H 1.550 2.697 -0.594
O -2.328 -5.161 0.270
C -2.061 -4.718 -0.950
O -2.196 -5.391 -1.933
C -1.630 -3.294 -1.078
C -1.319 -2.696 -2.280
N -0.932 -1.435 -2.021
N -1.018 -1.151 -0.720
C -1.435 -2.277 -0.136
C -1.581 -2.176 1.325
O -1.864 -3.108 2.041
O -1.395 -0.944 1.729
H -2.177 -4.484 0.965
H -1.358 -3.096 -3.280
H -0.794 -0.685 -2.686
Br -0.721 1.616 -2.834
C 1.014 1.007 -2.399
C 1.969 1.181 -3.384
C 3.268 0.780 -3.136
C 3.550 0.239 -1.898
C 2.542 0.122 -0.968
N 1.263 0.488 -1.188
H 1.681 1.626 -4.324
H 4.034 0.897 -3.891
H 4.543 -0.093 -1.628
H 2.778 -0.277 0.002
Se -1.448 2.277 0.415
C -3.036 1.892 -0.592
C -3.555 2.870 -1.432
C -4.693 2.597 -2.179
C -5.313 1.359 -2.080
C -4.807 0.396 -1.217
C -3.670 0.661 -0.468
H -3.073 3.838 -1.497
H -5.099 3.357 -2.833
H -6.202 1.151 -2.662
H -5.307 -0.560 -1.115
H -3.291 -0.073 0.230
C 2.075 -3.682 1.848
S 2.149 -1.932 1.980
O 3.471 -1.477 1.626
O 1.671 -1.581 3.296
O 1.148 -1.451 0.924
H 2.776 -4.101 2.569
H 2.361 -3.955 0.835
H 1.061 -4.002 2.081
```

***

Computed, not measured: a structure of composition C56H53BF2IO2P3Sr in a non-equilibrium geometry, with ωB97M-V/def2-TZVPD.

Calculated values
highest occupied orbital energy = -1.075 eV
total charge = -2
frontier orbital gap = 5.055 eV
energy relative to the best compared isomer or geometry (same formula, charge and spin) = 168.2 kcal/mol
DFT total energy = -105942.133 eV
LUMO = 3.98 eV
molecular weight = 1114.29 u

```
119
C56H53BF2IO2P3Sr | the Open Molecules 2025 dataset | ωB97M-V/def2-TZVPD
Sr -1.377 -1.715 0.964
C -6.426 -1.307 0.086
C -6.115 0.141 0.382
C -7.186 0.963 0.731
C -7.026 2.320 0.973
C -5.761 2.875 0.857
C -4.691 2.050 0.536
C -4.819 0.680 0.310
P -3.045 -0.146 -0.234
C -3.533 -1.689 0.782
C -3.465 -3.007 0.305
C -3.870 -4.067 1.109
C -4.236 -3.865 2.425
C -4.148 -2.589 2.947
C -3.728 -1.511 2.176
C -3.614 -0.161 2.839
C -3.818 -0.330 -1.955
C -4.987 -0.026 -2.632
C -5.375 -0.847 -3.690
C -4.637 -1.980 -4.020
C -3.453 -2.283 -3.350
C -3.032 -1.420 -2.353
C -1.904 -1.375 -1.382
H -7.440 -1.394 -0.314
H -6.361 -1.926 0.985
H -5.743 -1.724 -0.649
H -8.178 0.523 0.805
H -7.880 2.931 1.242
H -5.603 3.934 1.032
H -3.695 2.489 0.496
H -3.368 -3.234 -0.748
H -3.903 -5.057 0.671
H -4.573 -4.691 3.038
H -4.384 -2.412 3.990
H -4.610 0.240 3.050
H -3.045 -0.231 3.766
H -3.110 0.565 2.204
H -5.614 0.805 -2.329
H -6.292 -0.631 -4.226
H -4.998 -2.643 -4.798
H -2.895 -3.183 -3.588
H -1.102 -0.836 -1.890
H -1.513 -2.340 -1.066
C 0.419 -3.452 -4.234
C 0.795 -2.613 -3.017
O 0.357 -1.476 -2.962
C 1.708 -3.187 -2.018
C 2.758 -3.972 -2.529
C 3.823 -4.389 -1.765
C 3.837 -4.015 -0.409
C 2.806 -3.301 0.135
C 1.652 -2.886 -0.616
O 0.673 -2.353 -0.001
H -0.573 -3.135 -4.555
H 0.432 -4.521 -4.029
H 1.115 -3.239 -5.049
H 2.751 -4.213 -3.587
H 4.625 -4.973 -2.199
H 4.667 -4.311 0.225
H 2.793 -3.067 1.190
C 4.777 1.723 0.339
C 4.148 1.059 1.569
P 2.529 1.840 2.091
C 3.070 3.589 2.323
C 4.345 3.992 2.718
C 4.683 5.336 2.784
C 3.743 6.305 2.460
C 2.464 5.922 2.082
C 2.134 4.575 2.012
C 2.478 1.224 3.820
C 1.874 -0.021 3.998
C 1.810 -0.605 5.254
C 2.322 0.065 6.357
C 2.885 1.323 6.197
C 2.965 1.899 4.936
C 3.756 2.068 -0.745
P 2.634 0.640 -1.232
C 3.650 -0.018 -2.621
C 3.349 -0.002 -3.983
C 4.211 -0.574 -4.909
C 5.389 -1.182 -4.496
C 5.678 -1.247 -3.141
C 4.809 -0.685 -2.218
C 1.323 1.694 -1.969
C 1.482 2.554 -3.055
C 0.431 3.348 -3.492
C -0.789 3.310 -2.828
C -0.943 2.499 -1.715
C 0.104 1.691 -1.292
H 5.554 1.078 -0.082
H 5.274 2.645 0.656
H 4.844 1.057 2.412
H 3.888 0.018 1.353
H 5.084 3.244 2.982
H 5.681 5.628 3.089
H 4.008 7.355 2.498
H 1.723 6.672 1.834
H 1.136 4.271 1.716
H 1.380 -0.504 3.160
H 1.323 -1.565 5.363
H 2.255 -0.380 7.342
H 3.252 1.867 7.060
H 3.394 2.887 4.833
H 4.252 2.448 -1.644
H 3.099 2.859 -0.374
H 2.411 0.409 -4.323
H 3.952 -0.552 -5.961
H 6.058 -1.629 -5.221
H 6.565 -1.764 -2.794
H 5.009 -0.810 -1.159
H 2.444 2.632 -3.546
H 0.570 4.007 -4.342
H -1.619 3.915 -3.172
H -1.889 2.471 -1.189
H 0.006 1.061 -0.414
I -0.097 -4.294 2.681
F -0.593 -0.796 4.777
B -0.310 -0.352 3.510
F -0.052 1.010 3.652
```

***

Computed, not measured: a structure of composition C26H42AuBF6N8PS3 in a non-equilibrium geometry, with ωB97M-V/def2-TZVPD.

Calculated values
multiplicity = 2
highest occupied orbital energy (alpha / beta) = -14.201 / -14.349 eV
total charge = +2
frontier orbital gap (alpha / beta) = 6.562 / 5.921 eV
energy relative to the best compared isomer or geometry (same formula, charge and spin) = 0.0 kcal/mol
DFT total energy = -102028.256 eV
LUMO (alpha / beta) = -7.64 / -8.43 eV
molecular weight = 915.62 u

```
88
C26H42AuBF6N8PS3 | the Open Molecules 2025 dataset | ωB97M-V/def2-TZVPD
Au 0.713 -0.706 0.371
C 2.117 4.643 -0.518
C 1.453 4.132 -1.795
C 2.373 3.143 -2.495
C 1.132 5.273 -2.760
N 0.113 3.530 -1.362
C -0.831 4.332 -0.824
C -1.936 3.564 -0.545
N -1.667 2.294 -0.906
B -2.744 1.179 -0.675
N -2.859 0.704 0.806
C -4.090 0.310 1.253
C -3.952 -0.148 2.521
N -2.627 -0.040 2.858
C -1.973 0.467 1.789
S -0.264 0.808 1.713
C -2.068 -0.426 4.219
C -3.213 -0.953 5.078
C -1.035 -1.534 4.039
C -1.485 0.819 4.883
N -2.576 0.004 -1.674
C -3.033 0.142 -2.959
C -2.739 -0.995 -3.627
N -2.084 -1.834 -2.758
C -1.983 -1.203 -1.567
S -1.275 -1.826 -0.112
C -1.722 -3.281 -3.098
C -2.082 -3.523 -4.559
C -2.564 -4.195 -2.214
C -0.222 -3.497 -2.919
C -0.395 2.247 -1.411
S 0.358 0.854 -1.925
H 3.098 5.044 -0.767
H 1.545 5.441 -0.043
H 2.250 3.833 0.202
H 3.250 3.716 -2.800
H 2.706 2.331 -1.855
H 1.929 2.718 -3.393
H 2.070 5.719 -3.088
H 0.608 4.904 -3.643
H 0.541 6.067 -2.304
H -0.689 5.389 -0.693
H -2.888 3.855 -0.133
H -3.795 1.698 -0.916
H -4.972 0.402 0.643
H -4.699 -0.508 3.202
H -3.654 -1.863 4.668
H -2.799 -1.204 6.054
H -3.990 -0.206 5.241
H -1.465 -2.383 3.503
H -0.145 -1.186 3.524
H -0.731 -1.882 5.027
H -2.243 1.597 4.979
H -1.151 0.553 5.886
H -0.627 1.217 4.346
H -3.544 1.027 -3.295
H -2.968 -1.269 -4.639
H -3.155 -3.455 -4.742
H -1.547 -2.854 -5.233
H -1.776 -4.539 -4.805
H -3.629 -4.022 -2.376
H -2.345 -5.231 -2.473
H -2.337 -4.069 -1.156
H 0.347 -2.763 -3.490
H 0.094 -3.459 -1.885
H 0.026 -4.485 -3.308
F 1.675 -1.931 -1.032
P 3.321 -1.637 -1.917
F 3.981 -1.972 -0.511
F 2.400 -1.269 -3.165
F 3.151 -0.091 -1.422
F 3.219 -3.166 -2.268
F 4.666 -1.359 -2.646
C 5.774 0.697 2.192
C 4.508 -0.085 2.182
C 4.173 -1.291 2.766
C 2.881 -1.594 2.339
N 2.434 -0.595 1.564
N 3.437 0.308 1.480
C 2.085 -2.825 2.596
H 6.320 0.515 3.115
H 5.584 1.767 2.113
H 6.403 0.391 1.356
H 4.801 -1.895 3.398
H 3.380 1.066 0.824
H 2.039 -3.045 3.662
H 2.552 -3.673 2.093
H 1.065 -2.735 2.222
```